1.
Below is a structure of composition C56H51BrCrN2O3S2Sb in a non-equilibrium geometry, with properties calculated with ωB97M-V with the def2-TZVPD basis set.

```
! RIJCOSX wB97M-V def2-TZVPD def2/J DEFGRID3
* xyz 2 4
Cr -0.371 0.446 1.299
Br -1.722 -5.523 5.333
C -1.377 -4.252 4.049
C -0.374 -4.544 3.089
C 0.017 -3.631 2.161
C -0.520 -2.324 2.137
O -0.078 -1.415 1.314
C -1.562 -2.103 3.077
C -2.255 -0.873 3.135
N -1.949 0.256 2.481
C -2.738 1.437 2.477
C -3.987 1.584 2.985
C -4.640 2.827 2.959
C -4.083 3.914 2.455
C -2.762 3.860 1.863
C -2.066 4.920 1.286
C -0.832 4.752 0.742
C -0.286 3.451 0.750
N -0.895 2.436 1.330
C -2.124 2.588 1.851
C -2.025 -3.071 4.048
H 0.131 -5.492 3.043
H 0.727 -3.886 1.452
H -3.164 -0.840 3.727
H -4.507 0.757 3.491
H -5.622 2.856 3.425
H -4.677 4.834 2.470
H -2.557 5.904 1.363
H -0.319 5.599 0.240
H 0.715 3.362 0.337
H -2.809 -2.793 4.701
C -6.990 2.104 -4.135
C -5.718 1.674 -3.421
C -5.584 0.399 -2.906
C -4.403 0.013 -2.305
C -3.308 0.852 -2.210
C -3.430 2.125 -2.717
C -4.625 2.507 -3.346
S -1.652 0.491 -1.546
O -1.909 0.237 -0.057
C -1.272 -1.182 -2.066
C -2.000 -2.214 -1.437
C -1.633 -3.513 -1.593
C -0.543 -3.841 -2.431
C -0.117 -5.152 -2.635
C 0.859 -5.539 -3.496
C 1.540 -4.479 -4.244
C 1.144 -3.209 -4.054
C 0.142 -2.818 -3.144
C -0.164 -1.422 -2.850
C 0.693 -0.336 -3.347
C 0.523 0.194 -4.651
C -0.436 -0.367 -5.565
C -0.610 0.135 -6.806
C 0.146 1.248 -7.231
C 1.122 1.762 -6.398
C 1.268 1.286 -5.096
C 2.241 1.778 -4.235
C 2.309 1.378 -2.910
C 1.653 0.186 -2.549
S 1.693 -0.438 -0.866
O 1.104 0.720 -0.034
C 3.422 -0.481 -0.536
C 4.383 -0.530 -1.523
C 5.728 -0.516 -1.260
C 6.184 -0.553 0.044
C 7.620 -0.617 0.372
C 5.162 -0.696 1.061
C 3.841 -0.651 0.786
H -6.987 1.682 -5.124
H -7.067 3.216 -4.188
H -7.880 1.732 -3.645
H -6.308 -0.413 -3.070
H -4.405 -1.027 -1.976
H -2.600 2.800 -2.758
H -4.715 3.505 -3.764
H -2.765 -1.941 -0.693
H -2.095 -4.291 -0.979
H -0.602 -5.925 -2.009
H 1.213 -6.560 -3.620
H 2.346 -4.694 -4.906
H 1.654 -2.471 -4.608
H -0.956 -1.266 -5.259
H -1.397 -0.230 -7.383
H -0.059 1.707 -8.188
H 1.753 2.563 -6.828
H 2.857 2.562 -4.636
H 3.043 1.753 -2.224
H 4.126 -0.504 -2.571
H 6.389 -0.445 -2.108
H 7.789 -0.177 1.342
H 8.184 -0.035 -0.355
H 8.045 -1.632 0.314
H 5.466 -0.829 2.105
H 3.092 -0.738 1.661
C -0.618 1.203 5.868
C 0.498 1.958 5.069
Sb 1.425 0.854 3.474
C 2.459 -0.747 4.497
C 1.730 -2.098 4.736
C 3.111 2.250 3.106
C 4.305 2.019 4.045
H -0.894 1.768 6.770
H -0.290 0.276 6.190
H -1.514 1.061 5.279
H 1.330 2.146 5.719
H 0.112 2.904 4.735
H 2.653 -0.372 5.534
H 3.420 -0.944 4.048
H 0.792 -2.006 5.278
H 2.342 -2.820 5.313
H 1.512 -2.678 3.814
H 2.612 3.230 3.258
H 3.447 2.189 2.087
H 3.992 2.202 5.052
H 5.100 2.705 3.839
H 4.683 0.988 4.026
*
```

Values from the calculation:
LUMO level (spin up / spin down) = -5.4011 / -5.4639 eV
Frontier orbital gap (spin up / spin down) = 6.94 / 6.98 eV

Löwdin atomic charge list, values in e, 99 entries:
1 Cr 0.65
2 Br 0.84
3 C -0.73
4 C -0.09
5 C -0.01
6 C -0.32
7 O -0.21
8 C -0.12
9 C -0.01
10 N -0.03
11 C -0.19
12 C 0.01
13 C -0.07
14 C -0.01
15 C -0.11
16 C 0.01
17 C -0.01
18 C -0.08
19 N 0.00
20 C -0.14
21 C -0.06
22 H 0.12
23 H 0.11
24 H 0.13
25 H 0.13
26 H 0.13
27 H 0.13
28 H 0.14
29 H 0.14
30 H 0.13
31 H 0.11
32 C -0.02
33 C -0.25
34 C -0.02
35 C -0.06
36 C -0.33
37 C -0.08
38 C -0.02
39 S 1.14
40 O -0.54
41 C -0.29
42 C -0.07
43 C 0.01
44 C -0.15
45 C -0.05
46 C -0.02
47 C -0.03
48 C -0.03
49 C -0.08
50 C -0.16
51 C -0.18
52 C -0.09
53 C 0.01
54 C -0.05
55 C -0.03
56 C -0.01
57 C -0.18
58 C 0.02
59 C -0.03
60 C -0.31
61 S 1.14
62 O -0.58
63 C -0.36
64 C -0.07
65 C -0.02
66 C -0.23
67 C -0.04
68 C -0.02
69 C -0.09
70 H 0.08
71 H 0.10
72 H 0.08
73 H 0.14
74 H 0.11
75 H 0.10
76 H 0.12
77 H 0.12
78 H 0.13
79 H 0.13
80 H 0.12
81 H 0.11
82 H 0.11
83 H 0.12
84 H 0.10
85 H 0.12
86 H 0.13
87 H 0.12
88 H 0.12
89 H 0.12
90 H 0.13
91 H 0.08
92 H 0.09
93 H 0.11
94 H 0.12
95 H 0.11
96 C -0.14
97 C -0.38
98 Sb 1.51
99 C -0.39

2.
Below is a cluster of 2 separate species, C6H16NS in total, with properties calculated with ωB97M-V with the def2-TZVPD basis set.

```
! RIJCOSX wB97M-V def2-TZVPD def2/J DEFGRID3
* xyz -1 1
C 0.173 -2.308 2.960
C -0.798 -1.225 2.465
S -0.203 -0.389 0.966
N 1.509 -1.798 3.249
H 0.243 -3.097 2.207
H -0.232 -2.750 3.879
H -0.981 -0.554 3.317
H -1.766 -1.685 2.238
H 1.475 -1.238 4.094
H 1.752 -1.175 2.479
C -1.380 -0.049 -2.796
C 1.202 2.308 -1.076
C 0.670 1.163 -1.933
C -0.824 1.224 -2.159
H -0.821 -0.279 -3.710
H -2.430 0.063 -3.069
H -1.275 -0.888 -2.108
H 2.294 2.311 -1.073
H 0.831 2.219 -0.056
H 0.855 3.266 -1.479
H 0.947 0.212 -1.473
H 1.184 1.213 -2.900
H -1.335 1.388 -1.208
H -1.090 2.067 -2.813
*
```

Values from the calculation:
LUMO level = 4.0658 eV
Frontier orbital gap = 6.71 eV
Energy relative to the best compared isomer or geometry (same formula, charge and spin) = 0.047 eV

Need the Löwdin charges? In units of e they are:
1 C -0.43
2 C -0.77
3 S 0.30
4 N -0.06
5 H 0.08
6 H 0.08
7 H 0.03
8 H 0.02
9 H 0.04
10 H -0.01
11 C -0.14
12 C -0.14
13 C -0.34
14 C -0.32
15 H 0.06
16 H 0.06
17 H 0.05
18 H 0.06
19 H 0.03
20 H 0.06
21 H 0.06
22 H 0.10
23 H 0.08
24 H 0.10

3.
Below is a cluster of 4 separate species, C6H20N6O4 in total in a non-equilibrium geometry, with properties calculated with ωB97M-V with the def2-TZVPD basis set.

```
! RIJCOSX wB97M-V def2-TZVPD def2/J DEFGRID3
* xyz 1 2
C -3.427 -1.447 2.030
C -2.579 -2.009 3.193
C -3.047 -3.355 3.628
O -1.248 -2.027 2.718
H -4.458 -1.791 2.108
H -3.128 -1.639 0.999
H -3.510 -0.374 2.202
H -2.595 -1.484 4.148
H -2.905 -4.039 2.791
H -4.091 -3.232 3.914
H -2.435 -3.680 4.470
H -0.589 -2.623 3.081
C 0.974 -1.003 -0.067
O 2.119 -0.666 -0.313
N 0.559 -2.255 -0.242
N 0.094 -0.306 0.590
H -0.440 -2.189 -0.377
H 1.235 -2.814 -0.743
H -0.752 -0.707 0.967
H 0.299 0.673 0.733
C 3.017 1.174 -2.912
O 2.500 1.951 -2.146
N 3.417 1.525 -4.120
N 3.178 -0.076 -2.695
H 3.563 0.770 -4.775
H 3.277 2.463 -4.467
H 3.634 -0.662 -3.380
H 2.790 -0.389 -1.816
C 0.202 4.098 -1.128
O -0.852 4.762 -1.173
N 1.375 4.502 -1.431
N 0.124 2.798 -1.022
H 2.189 3.911 -1.344
H 1.384 5.483 -1.672
H -0.771 2.505 -0.657
H 0.897 2.151 -1.090
*
```

Values from the calculation:
LUMO level (spin up / spin down) = -2.5889 / -8.4515 eV
Frontier orbital gap (spin up / spin down) = 10.00 / 4.13 eV

Need the Löwdin charges? In units of e they are:
1 C -0.04
2 C -0.50
3 C -0.07
4 O -0.08
5 H 0.08
6 H 0.07
7 H 0.07
8 H 0.14
9 H 0.09
10 H 0.09
11 H 0.09
12 H 0.10
13 C -0.73
14 O 0.02
15 N 0.18
16 N 0.18
17 H 0.11
18 H 0.13
19 H 0.08
20 H 0.11
21 C -0.75
22 O 0.01
23 N 0.17
24 N 0.20
25 H 0.11
26 H 0.12
27 H 0.13
28 H 0.05
29 C -0.59
30 O 0.34
31 N 0.26
32 N 0.28
33 H 0.13
34 H 0.16
35 H 0.14
36 H 0.10

4.
Below is a cluster of 10 separate species, C3H28N2O9 in total in a non-equilibrium geometry, with properties calculated with ωB97M-V with the def2-TZVPD basis set.

```
! RIJCOSX wB97M-V def2-TZVPD def2/J DEFGRID3
* xyz 0 1
N 1.810 0.596 0.882
C 1.666 -0.327 -0.286
C 2.650 -1.491 -0.216
C 2.198 -2.668 -1.114
N 1.282 -3.547 -0.384
H 2.780 0.589 1.248
H 1.578 1.572 0.639
H 0.608 -0.721 -0.297
H 1.808 0.210 -1.273
H 2.661 -1.845 0.831
H 3.613 -1.180 -0.503
H 1.754 -2.308 -2.073
H 3.107 -3.346 -1.406
H 0.857 -4.210 -0.993
H 0.558 -3.055 0.079
O -3.035 -1.259 -0.532
H -2.542 -0.654 -1.111
H -2.370 -1.722 0.005
O -3.895 0.578 1.205
H -4.119 0.087 2.023
H -3.756 -0.146 0.556
O -1.151 -2.366 0.990
H -1.506 -3.049 1.504
H -0.607 -1.717 1.615
O -0.549 4.156 0.796
H -1.091 4.624 0.310
H -0.968 3.336 0.808
O 0.446 2.143 -2.652
H 0.948 1.682 -3.234
H -0.236 1.532 -2.322
O -1.605 0.712 -1.690
H -2.370 1.240 -2.090
H -1.548 1.110 -0.779
O 1.616 3.111 -0.423
H 1.250 2.885 -1.267
H 0.964 3.587 0.077
O -1.465 1.641 0.814
H -0.820 1.097 1.325
H -2.362 1.373 1.115
O 0.213 -0.771 2.652
H 0.903 -1.370 3.044
H 0.728 -0.113 2.126
*
```

Values from the calculation:
LUMO level = 0.2923 eV
Frontier orbital gap = 9.28 eV
Energy relative to the best compared isomer or geometry (same formula, charge and spin) = 0.000 eV
SMILES = NCCCN.O.O.O.O.O.O.O.O.O

Need the Löwdin charges? In units of e they are:
1 N -0.02
2 C -0.26
3 C -0.20
4 C -0.29
5 N -0.01
6 H 0.10
7 H 0.04
8 H 0.11
9 H 0.12
10 H 0.11
11 H 0.09
12 H 0.11
13 H 0.13
14 H 0.06
15 H 0.00
16 O -0.08
17 H 0.00
18 H -0.01
19 O -0.08
20 H 0.08
21 H 0.00
22 O -0.09
23 H 0.03
24 H 0.06
25 O 0.05
26 H -0.02
27 H -0.03
28 O -0.02
29 H 0.00
30 H 0.00
31 O -0.09
32 H 0.13
33 H 0.03
34 O -0.06
35 H -0.02
36 H -0.02
37 O -0.06
38 H 0.08
39 H 0.04
40 O -0.09
41 H 0.10
42 H -0.01

Number 1: DFT total energy -7154.46636 a.u.. Number 2: DFT total energy -691.18011 a.u.. Number 3: DFT total energy -869.85783 a.u.. Number 4: DFT total energy -917.78148 a.u..